<P>
{
  "formula": "C6H10N2",
  "method": "the ωB97M-V functional and the def2-TZVPD basis",
  "elements": ["C", "C", "C", "C", "C", "C", "H", "H", "H", "H", "H", "H", "H", "H", "H", "H", "N", "N"],
  "xyz": [[0.76951, 1.58394, 0.25798], [-0.07727, 0.41171, 0.11572], [-0.91063, -1.27716, 0.12120], [-2.04239, -0.43394, -0.25515], [-1.46739, 0.80406, -0.32806], [0.30067, -0.69053, -0.73521], [1.91289, 1.44794, 0.53200], [0.33016, 2.46618, 0.82928], [0.96044, 2.01871, -0.84195], [0.61156, -1.17163, 1.50030], [-0.94022, -2.27031, 0.42190], [-3.22684, -0.86110, -0.13494], [-2.06785, 1.79741, -0.65175], [0.20482, -0.48526, -1.90385], [2.64933, -0.26544, -0.36284], [1.48912, -1.33342, 0.65575], [-0.26514, -0.58982, 1.21533], [1.76924, -1.15133, -0.43571]],
  "e_homo_ev": -9.1285,
  "total_charge": 0,
  "gap_ev": 10.0
}

=====

<Q>
{
  "formula": "C6H10N2",
  "method": "the ωB97M-V functional and the def2-TZVPD basis",
  "elements": ["C", "C", "C", "C", "C", "C", "H", "H", "H", "H", "H", "H", "H", "H", "H", "H", "N", "N"],
  "xyz": [[-2.26003, -0.33213, -0.28184], [-0.96777, -0.20311, -0.18650], [0.25393, 0.05982, -1.17998], [0.71717, 1.32526, -0.52760], [-0.22035, -0.13166, 1.01847], [0.90815, -1.25750, 0.75969], [-2.85621, -0.32699, -1.17373], [-2.77015, -0.66052, 0.80861], [-0.02116, 0.12975, -2.19162], [1.85214, 1.53549, -0.68031], [0.15709, 2.22157, -0.82823], [-0.07399, 2.00489, 1.14398], [-0.80242, -0.19496, 1.85992], [0.94865, -2.24446, 1.16048], [1.85954, -0.71185, 1.21132], [1.94294, -1.19290, -1.02321], [0.36262, 1.14264, 0.92700], [0.96986, -1.16332, -0.81647]],
  "e_homo_ev": -8.6388,
  "total_charge": 0,
  "gap_ev": 9.7,
  "smiles": "C=C1[C@H]2CN[C@@H]1CN2"
}

=====

Energy comparison, zero being the most stable, in hartree: <P> 0.1380; <Q> 0.0000.

=====

<P>
{
  "formula": "C6H10N2",
  "method": "the ωB97M-V functional and the def2-TZVPD basis",
  "elements": ["C", "C", "C", "C", "C", "C", "N", "N", "H", "H", "H", "H", "H", "H", "H", "H", "H", "H"],
  "xyz": [[1.50687, -0.58272, 0.27426], [2.67186, -0.22003, 0.72562], [-0.17743, 0.53837, -0.31756], [-1.00309, -0.64798, -0.12662], [0.01344, 1.33403, -1.54419], [-1.92455, -0.52770, 1.07841], [0.90794, -1.86277, 0.18448], [-0.31764, -1.93675, -0.07945], [3.45645, -1.05192, 0.86935], [3.08095, 0.71890, 0.62027], [-0.08584, 1.22186, 0.50901], [-1.69336, -0.71415, -1.00898], [-0.16318, 0.91717, -2.45420], [0.91209, 1.82034, -1.57290], [-0.72433, 2.16242, -1.33716], [-2.63478, -1.35324, 1.13421], [-2.41944, 0.47052, 1.07158], [-1.40597, -0.28637, 1.97387]],
  "e_homo_ev": -8.6670,
  "total_charge": 0,
  "gap_ev": 8.8
}

=====

<Q>
{
  "formula": "C6H10N2",
  "method": "the ωB97M-V functional and the def2-TZVPD basis",
  "elements": ["C", "C", "C", "C", "C", "C", "H", "H", "H", "H", "H", "H", "H", "H", "H", "H", "N", "N"],
  "xyz": [[1.54301, -0.92458, -1.15717], [1.53025, 0.57696, -0.77970], [0.74630, 0.87376, 0.48462], [-0.66745, 0.37604, 0.62035], [-1.85155, 0.82080, -0.06047], [-1.12924, -0.79868, 1.22736], [0.75120, -1.22274, -1.10629], [2.00326, -1.48153, -0.32043], [2.08048, -1.15268, -2.00857], [2.65847, 0.86375, -0.76086], [1.14137, 1.14983, -1.84535], [0.90260, 2.03113, 0.70044], [1.53020, 0.49047, 1.29766], [-1.92942, 1.92168, -0.67344], [-3.25223, -1.43839, 1.25018], [-0.66578, -1.46402, 2.00422], [-2.91351, 0.13584, 0.21365], [-2.47798, -0.75762, 0.91378]],
  "e_homo_ev": -9.3235,
  "total_charge": 0,
  "gap_ev": 10.3
}

=====

Energy comparison, zero being the most stable, in hartree: <P> 0.0062; <Q> 0.0000.

=====

<P>
{
  "formula": "H14O7",
  "method": "the ωB97M-V functional and the def2-TZVPD basis",
  "elements": ["O", "H", "H", "O", "H", "H", "O", "H", "H", "O", "H", "H", "O", "H", "H", "O", "H", "H", "O", "H", "H"],
  "xyz": [[1.48562, 1.37567, -1.78552], [0.93962, 0.99967, -2.55552], [0.85462, 2.02567, -1.51452], [0.17662, 0.23967, 0.64848], [0.83862, 0.23267, -0.07552], [-0.07438, -0.63633, 0.92248], [-0.84338, -1.29733, -1.67552], [-1.23838, -1.15233, -2.55652], [-1.16938, -0.48433, -1.22052], [-2.86838, -0.44733, 0.63148], [-2.20438, -1.14233, 0.66548], [-2.33838, 0.26267, 0.24048], [-0.87838, 1.63467, 2.93348], [-0.42338, 1.28767, 2.21248], [-1.59338, 2.00567, 2.45548], [-0.80338, -2.41733, 1.15848], [-1.14738, -2.68133, 2.00748], [-0.55838, -3.18333, 0.62248], [4.24062, 1.38667, -0.86852], [4.31362, 0.53567, -1.24252], [3.29162, 1.45567, -1.00352]],
  "e_homo_ev": -10.8729,
  "total_charge": 0,
  "gap_ev": 10.7,
  "smiles": "O.O.O.O.O.O.O"
}

=====

<Q>
{
  "formula": "H14O7",
  "method": "the ωB97M-V functional and the def2-TZVPD basis",
  "elements": ["O", "H", "H", "O", "H", "H", "O", "H", "H", "O", "H", "H", "O", "H", "H", "O", "H", "H", "O", "H", "H"],
  "xyz": [[-0.29138, -1.75380, -1.55089], [-1.19755, -1.98926, -1.69098], [-0.13518, -0.91446, -1.97585], [-1.54302, -3.20643, 1.25961], [-1.34802, -2.28375, 1.24127], [-0.76330, -3.75459, 1.26268], [0.37414, 1.09225, -2.09436], [0.71882, 0.78723, -1.24524], [1.10982, 1.54167, -2.45673], [0.22080, 2.65046, 1.77130], [-0.66646, 2.82900, 1.47832], [0.87409, 3.30247, 1.52880], [0.60118, 0.27040, 0.62262], [0.38567, 1.14588, 0.97625], [-0.27870, -0.12344, 0.72099], [3.42626, 0.08046, -0.01594], [3.15544, 1.00903, -0.26429], [2.64735, -0.21751, 0.46877], [-2.09809, -0.25569, 0.18069], [-2.21232, 0.26734, -0.59859], [-2.97955, -0.47726, 0.38157]],
  "e_homo_ev": -10.8103,
  "total_charge": 0,
  "gap_ev": 10.8,
  "smiles": "O.O.O.O.O.O.O"
}

=====

<R>
{
  "formula": "H14O7",
  "method": "the ωB97M-V functional and the def2-TZVPD basis",
  "elements": ["H", "H", "H", "H", "H", "H", "H", "H", "H", "H", "H", "H", "H", "H", "O", "O", "O", "O", "O", "O", "O"],
  "xyz": [[-0.75815, 0.23728, -0.83092], [0.63325, -0.38192, -0.30982], [2.46371, 3.69502, -0.43284], [1.19535, 3.23143, -1.22955], [-1.90434, 1.46642, 1.55711], [-3.21712, 1.70634, 2.50099], [5.32934, -1.75598, -0.02935], [4.40106, -0.49666, 0.53088], [-2.78357, -1.99472, -0.32400], [-1.38693, -1.96851, -0.73509], [-4.95413, 0.31441, -0.91855], [-3.41199, -0.07925, -1.01746], [2.72580, -1.76214, -0.15671], [2.32467, -1.40972, 1.19775], [-0.04174, -0.30750, -1.01023], [1.59776, 4.01736, -0.81006], [-2.38538, 1.13879, 2.29253], [4.53729, -1.46632, 0.53349], [-2.11561, -2.57336, -0.43309], [-4.24563, -0.28864, -0.63288], [1.99635, -1.32231, 0.25778]],
  "e_homo_ev": -10.5765,
  "total_charge": 0,
  "gap_ev": 10.5,
  "smiles": "O.O.O.O.O.O.O"
}

=====

<S>
{
  "formula": "H14O7",
  "method": "the ωB97M-V functional and the def2-TZVPD basis",
  "elements": ["O", "H", "H", "O", "H", "H", "O", "H", "H", "O", "H", "H", "O", "H", "H", "O", "H", "H", "O", "H", "H"],
  "xyz": [[-0.76162, -0.68716, 1.57737], [-1.17908, -0.46004, 2.51849], [-0.32184, 0.14532, 1.67618], [2.46122, -0.91851, -2.21950], [2.95594, -1.49719, -1.43803], [1.80399, -0.31130, -1.91022], [-2.29267, 3.39345, -0.97659], [-2.36485, 3.32209, -0.11276], [-1.44143, 3.07364, -1.08952], [0.15921, -0.01577, -0.82575], [0.18117, 0.81081, -0.55826], [-0.10436, -0.33161, 0.06815], [-0.46135, 2.03214, 0.74788], [0.49039, 2.44103, 0.62919], [-0.79636, 2.71299, 1.18864], [-0.45968, -2.53513, -1.76685], [-0.15333, -1.90486, -1.31431], [-0.66726, -2.23811, -2.63286], [0.91434, -2.68593, 2.47400], [0.30172, -1.91638, 1.96970], [1.73586, -2.42949, 1.99504]],
  "e_homo_ev": -10.6142,
  "total_charge": 0,
  "gap_ev": 9.7,
  "smiles": "O.O.O.O.O.O.O"
}

=====

Energy comparison, zero being the most stable, in hartree: <P> 0.0060; <Q> 0.0000; <R> 0.0392; <S> 0.1357.

=====

<P>
{
  "formula": "H14O7",
  "method": "the ωB97M-V functional and the def2-TZVPD basis",
  "elements": ["O", "H", "H", "O", "H", "H", "O", "H", "H", "O", "H", "H", "O", "H", "H", "O", "H", "H", "O", "H", "H"],
  "xyz": [[0.27530, -1.45212, 1.65940], [0.63924, -2.24707, 1.30384], [-0.64138, -1.64147, 1.81683], [2.42427, -0.08728, 2.90703], [1.81315, -0.65223, 2.40341], [2.96639, -0.68418, 3.43261], [0.61646, 0.18336, -0.59215], [0.34514, -0.29084, 0.20799], [0.26005, 1.06020, -0.38856], [1.34531, -1.51994, -3.06996], [1.46301, -0.63125, -3.32408], [0.86236, -1.84260, -3.83950], [-1.26417, 2.37803, -0.39061], [-1.77401, 1.93873, -1.01438], [-1.89235, 2.85378, 0.13053], [-1.19591, 1.18586, 2.18495], [-1.97635, 1.57431, 2.56432], [-1.15692, 1.56897, 1.37218], [-1.36286, -0.71296, -2.34353], [-0.55313, -0.69195, -1.83725], [-1.19360, -0.28933, -3.18307]],
  "e_homo_ev": -10.5610,
  "total_charge": 0,
  "gap_ev": 10.8,
  "smiles": "O.O.O.O.O.O.O"
}

=====

<Q>
{
  "formula": "H14O7",
  "method": "the ωB97M-V functional and the def2-TZVPD basis",
  "elements": ["H", "H", "H", "H", "H", "H", "H", "H", "H", "H", "H", "H", "H", "H", "O", "O", "O", "O", "O", "O", "O"],
  "xyz": [[0.90028, -0.05527, 1.25835], [0.83401, -0.55646, -0.13998], [0.05915, 3.11863, -0.77766], [-0.51181, 2.21732, 0.27755], [-1.40460, -2.42358, -0.88490], [-2.33820, -3.51778, -0.30040], [5.23445, 1.13848, 1.06329], [4.37823, 2.33092, 0.96905], [2.70401, -2.62431, -1.89133], [1.94997, -1.59530, -0.94775], [-3.09059, 1.58748, -0.34085], [-3.41113, 3.02777, -0.24528], [-2.01163, -0.57161, 1.13569], [-2.71087, -1.89627, 1.04979], [0.82589, -0.92850, 0.75903], [-0.84250, 2.84411, -0.33639], [-2.28626, -2.54818, -0.54197], [4.57868, 1.56417, 0.41467], [2.84595, -1.88303, -1.35210], [-3.69680, 2.25144, -0.69894], [-2.00622, -1.48004, 1.53015]],
  "e_homo_ev": -10.2316,
  "total_charge": 0,
  "gap_ev": 9.9,
  "smiles": "O.O.O.O.O.O.O"
}

=====

Energy comparison, zero being the most stable, in hartree: <P> 0.0000; <Q> 0.0595.